Computed, not measured: one molecule with the formula C6H9NO, with wB97M-V/def2-TZVPD.

For the highest occupied orbital energy, the calculation gives -8.5 eV. The calculation puts the calculated total energy at -363.7713 a.u. The calculation puts the largest force on an atom at 6.31 eV/Å. The LUMO energy comes out at 1.0 eV. The frontier orbital gap comes out at 9.583 eV. As for the structure (SMILES): C1O[C@H]2CN[C@@H]3[C@H]1[C@@H]32. Its energy above the lowest of the compared OMol25 structures with the same formula, charge and spin is 158.7 kcal per mole.

Last column: Mulliken charge in e.
Atoms and positions in Å:
C -0.8336 0.3986 -1.6461  -0.622
C 1.2752 -0.0395 -0.5417  -0.364
C 0.8279 -0.1731 1.0710  -0.295
C -0.4599 -0.6319 1.8335  -0.550
C -0.8508 0.4396 -0.1239  0.184
C 0.4976 0.9803 0.2040  -0.148
H -0.8608 1.3396 -2.2580  0.276
H -1.7356 -0.3080 -2.0086  0.268
H 0.4283 -1.3213 -2.0806  0.284
H 2.3713 0.0575 -0.6125  0.404
H 1.5993 -0.3623 1.8288  0.351
H -0.7406 -1.6262 1.8290  0.372
H -0.5493 -0.0970 2.8520  0.277
H -0.7828 -0.7299 -0.1244  0.172
H 0.8919 2.0677 0.3404  0.376
N 0.5008 -0.3192 -1.7078  -0.447
O -1.5789 0.3252 1.1449  -0.536

Computed, not measured: C6H9NO as an isolated structure, with wB97M-V/def2-TZVPD.

For the highest occupied orbital energy, the calculation gives -7.0 eV. The calculation puts the calculated total energy at -363.8954 a.u. The calculation puts the largest force on an atom at 3.59 eV/Å. The LUMO energy comes out at 0.7 eV. The frontier orbital gap comes out at 7.699 eV. Its energy above the lowest of the compared OMol25 structures with the same formula, charge and spin is 80.9 kcal per mole.

Last column: Mulliken charge in e.
Atoms and positions in Å:
C -0.0262 -0.9092 -0.9515  -0.231
C 0.4454 -1.5303 1.5514  -1.388
N 0.2733 1.6025 -0.3656  -0.451
C 0.8514 0.7811 0.5216  0.356
C -0.7962 0.3044 -1.1186  0.295
C 0.4180 -0.5239 0.4511  0.206
C -1.9167 0.7428 -1.6417  -0.794
O 1.6362 1.2279 1.5457  -0.494
H 1.5623 2.1878 1.6025  0.327
H 0.7695 2.4432 -0.6484  0.161
H -0.6543 -1.8025 -0.9327  0.314
H 0.7828 -1.0593 -1.6699  0.187
H 0.8355 -1.0830 2.4642  0.341
H -0.5579 -1.9116 1.7652  0.303
H 1.0722 -2.3902 1.2937  0.307
H -2.4034 0.1853 -2.4319  0.259
H -2.2920 1.7351 -1.4352  0.302

Computed, not measured: a 3-piece molecular cluster, C6H9NO overall, with wB97M-V/def2-TZVPD.

For the highest occupied orbital energy, the calculation gives -9.2 eV. The calculation puts the calculated total energy at -363.8756 a.u. The calculation puts the largest force on an atom at 4.22 eV/Å. The LUMO energy comes out at 0.8 eV. The frontier orbital gap comes out at 9.967 eV. Its energy above the lowest of the compared OMol25 structures with the same formula, charge and spin is 93.3 kcal per mole.

Last column: Mulliken charge in e.
Atoms and positions in Å:
C 0.5378 -0.6163 -0.4596  -0.479
C 1.4846 0.3711 -0.4890  0.472
C -0.6640 0.1042 -0.1968  0.844
C -1.9200 -0.5443 0.0054  -0.276
C 2.8804 0.5329 -0.8752  -1.155
C -2.9871 0.1749 0.3032  -0.853
N -0.4580 1.3808 -0.1166  -0.490
O 0.8621 1.5660 -0.2817  -0.152
H 0.4618 -1.7360 -0.5535  0.281
H -0.4035 -0.7814 2.6117  0.194
H -2.0394 -1.7204 -0.0089  0.253
H 3.4333 -0.1030 -0.2732  0.334
H 3.2926 1.5305 -0.7299  0.326
H 3.1405 0.0738 -1.9096  0.242
H -3.8848 -0.1806 0.5344  0.384
H -3.0499 1.3059 0.3695  0.244
H -0.6864 -1.3580 2.0698  -0.170

Computed, not measured: one molecule with the formula C6H9NO, with wB97M-V/def2-TZVPD.

For the highest occupied orbital energy, the calculation gives -9.5 eV. The calculation puts the calculated total energy at -363.9572 a.u. The calculation puts the largest force on an atom at 1.30 eV/Å. The LUMO energy comes out at 1.0 eV. The frontier orbital gap comes out at 10.445 eV. As for the structure (SMILES): C=C[C@]1(C)NCC1=O. Its energy above the lowest of the compared OMol25 structures with the same formula, charge and spin is 42.1 kcal per mole.

Last column: Mulliken charge in e.
Atoms and positions in Å:
C -0.1709 0.3934 1.7901  -1.521
C 0.1393 0.0111 0.3602  1.591
C 0.3517 -1.9008 -0.6079  -0.378
C -0.8281 -0.9989 -0.2557  0.167
C 0.3705 1.2289 -0.4894  -0.642
C -0.5451 1.7422 -1.3209  -0.701
H 0.5362 1.0843 2.2685  0.355
H -0.2211 -0.4984 2.4222  0.371
H -1.1772 0.8839 1.8241  0.302
H 2.0012 -0.6454 -0.3401  0.301
H 0.2464 -2.9051 -0.1779  0.258
H 0.5978 -2.0133 -1.6999  0.259
H 1.3628 1.7024 -0.3399  0.289
H -1.5225 1.2642 -1.4628  0.260
H -0.3423 2.7143 -1.8155  0.260
N 1.2104 -1.0129 0.2058  -0.620
O -2.0092 -1.0498 -0.3609  -0.551

Computed, not measured: C6H9NO as an isolated structure, with wB97M-V/def2-TZVPD.

For the highest occupied orbital energy, the calculation gives -8.6 eV. The calculation puts the calculated total energy at -363.7975 a.u. The calculation puts the largest force on an atom at 7.69 eV/Å. The LUMO energy comes out at 0.9 eV. The frontier orbital gap comes out at 9.458 eV. Its energy above the lowest of the compared OMol25 structures with the same formula, charge and spin is 142.3 kcal per mole.

Last column: Mulliken charge in e.
Atoms and positions in Å:
C 2.1308 0.3984 0.1460  -0.540
C 0.5822 0.2512 -0.2053  0.053
C -0.3057 1.1431 -0.5235  -0.590
C -1.6387 0.3430 -0.5488  0.058
C -1.3797 -0.0503 0.9725  -0.432
C -0.4542 -0.9743 0.1964  -0.217
H 3.0554 -1.1169 -1.2470  0.323
H 2.2710 0.4838 1.2251  0.222
H 2.5697 1.1855 -0.3509  0.363
H -0.1109 2.2654 -0.6694  0.286
H -2.5747 0.9063 -0.9612  0.343
H -0.7834 0.7072 1.6176  0.255
H -2.4101 -0.4225 1.6344  0.203
H -0.2888 -2.0229 0.4688  0.468
H -2.3329 -1.4942 -0.6555  0.323
N -1.4250 -0.9448 -0.8820  -0.530
O 3.0951 -0.6579 -0.2174  -0.588

Computed, not measured: C6H9NO as an isolated structure, with wB97M-V/def2-TZVPD.

For the highest occupied orbital energy, the calculation gives -7.7 eV. The calculation puts the calculated total energy at -363.8382 a.u. The calculation puts the largest force on an atom at 7.05 eV/Å. The LUMO energy comes out at 1.0 eV. The frontier orbital gap comes out at 8.701 eV. Its energy above the lowest of the compared OMol25 structures with the same formula, charge and spin is 116.7 kcal per mole.

Last column: Mulliken charge in e.
Atoms and positions in Å:
C 0.8824 -0.6798 0.9605  -0.758
C 1.1731 -0.3166 -0.6075  0.033
C -0.6777 -0.3820 -1.2054  -0.448
C -1.2525 -0.6149 0.3089  -0.466
C -0.1849 1.3073 0.5313  -0.596
C 0.1233 0.9051 -0.8068  -0.047
H 1.0465 -1.6821 1.2642  0.322
H 1.7323 -0.3470 1.7022  0.286
H 2.3230 -0.4952 -0.5371  0.315
H -1.4571 -0.4553 -1.8877  0.621
H -2.1383 0.0649 -0.0156  0.282
H -1.6920 -1.7134 0.6686  0.217
H 0.8067 1.5998 0.7626  0.354
H -0.9752 2.1221 0.7560  0.286
H 0.2191 1.7775 -1.6299  0.314
N -0.3838 0.0226 1.1386  -0.233
O 0.4552 -1.1130 -1.4029  -0.480

Computed, not measured: one molecule with the formula C6H9NO, with wB97M-V/def2-TZVPD.

For the highest occupied orbital energy, the calculation gives -9.0 eV. The calculation puts the calculated total energy at -363.6772 a.u. The calculation puts the largest force on an atom at 14.08 eV/Å. The LUMO energy comes out at 0.7 eV. The frontier orbital gap comes out at 9.722 eV. As for the structure (SMILES): O=C[C@@H]1NC[C@H]2C[C@@H]21. Its energy above the lowest of the compared OMol25 structures with the same formula, charge and spin is 217.7 kcal per mole.

Last column: Mulliken charge in e.
Atoms and positions in Å:
C -1.6605 -0.2028 0.1227  -0.143
C -0.6325 0.1951 0.7944  0.347
C 0.9383 1.4529 -0.7948  -0.244
C 1.1170 -0.1027 -0.5069  -0.110
C 1.6593 -1.4535 0.0425  -0.615
C 0.6911 -0.4722 0.8772  -0.422
H -2.5788 0.4880 0.3327  0.244
H -0.7418 0.0135 2.0132  0.217
H -1.3395 2.0968 0.2635  0.312
H 0.4192 1.5004 -1.9497  0.253
H 1.6351 2.4378 -0.3788  0.249
H 0.3140 -0.4857 -1.1934  0.077
H 2.7596 -1.3552 0.3528  0.220
H 1.4940 -2.2998 -0.5505  0.359
H 1.4707 0.1591 1.6454  0.183
N -0.2580 1.4849 0.3078  -0.357
O -1.7878 -1.1813 -0.7376  -0.570

Computed, not measured: one molecule with the formula C6H9NO, with wB97M-V/def2-TZVPD.

For the highest occupied orbital energy, the calculation gives -9.2 eV. The calculation puts the calculated total energy at -363.9412 a.u. The calculation puts the largest force on an atom at 3.83 eV/Å. The LUMO energy comes out at 0.6 eV. The frontier orbital gap comes out at 9.824 eV. As for the structure (SMILES): [H]/N=C1\[C@H](C)C(=O)[C@@H]1C. Its energy above the lowest of the compared OMol25 structures with the same formula, charge and spin is 52.1 kcal per mole.

Last column: Mulliken charge in e.
Atoms and positions in Å:
C 0.7492 0.3066 0.7138  -0.024
C -1.3500 -0.1718 0.4240  0.057
C -0.4862 1.1544 0.5112  0.291
C -0.0294 -1.0407 0.5990  0.185
C -0.3304 2.0266 -0.6645  -1.245
C 0.2079 -2.0167 -0.5236  -1.391
N 1.9715 0.5388 0.7577  -0.669
O -2.5071 -0.3484 0.2035  -0.537
H -0.7784 1.8191 1.3172  0.422
H -0.0695 -1.6121 1.4253  0.542
H 0.1231 2.9337 -0.3415  0.387
H -1.2945 2.0617 -1.2055  0.327
H 0.2463 1.4005 -1.3891  0.297
H -0.6033 -2.1758 -1.1602  0.376
H 0.5353 -3.0023 -0.1422  0.338
H 0.9821 -1.6709 -1.1042  0.391
H 2.6335 -0.2029 0.5793  0.255

Computed, not measured: one molecule with the formula C6H9NO, with wB97M-V/def2-TZVPD.

For the highest occupied orbital energy, the calculation gives -9.2 eV. The calculation puts the calculated total energy at -363.9526 a.u. The calculation puts the largest force on an atom at 3.07 eV/Å. The LUMO energy comes out at 0.8 eV. The frontier orbital gap comes out at 9.978 eV. As for the structure (SMILES): O[C@H]1C[C@@H]2C=C[C@H]1N2. Its energy above the lowest of the compared OMol25 structures with the same formula, charge and spin is 45.0 kcal per mole.

Last column: Mulliken charge in e.
Atoms and positions in Å:
C -0.9824 -0.1715 -0.6056  -0.283
C -0.3133 1.2508 -0.6148  -0.770
C 0.8244 0.9782 0.4531  -0.117
C -0.0166 -0.9726 0.2120  0.147
C 1.3481 -1.1196 -0.4591  -0.738
C 1.8110 0.1442 -0.3049  -0.461
H -2.8983 0.1990 -0.3932  0.356
H -1.0448 -0.5729 -1.6468  0.391
H 0.0278 1.5271 -1.5719  0.402
H -1.1023 1.9441 -0.2784  0.339
H 1.1855 1.8900 0.9927  0.417
H -0.7142 0.2459 1.5869  0.333
H -0.4412 -1.8456 0.6648  0.535
H 1.6312 -1.9907 -1.0420  0.390
H 2.7327 0.6099 -0.7486  0.305
N 0.2771 -0.0643 1.3668  -0.704
O -2.1679 -0.2767 0.0980  -0.541

Computed, not measured: one molecule with the formula C6H9NO, with wB97M-V/def2-TZVPD.

For the highest occupied orbital energy, the calculation gives -8.3 eV. The calculation puts the calculated total energy at -363.7606 a.u. The calculation puts the largest force on an atom at 6.92 eV/Å. The LUMO energy comes out at 0.6 eV. The frontier orbital gap comes out at 8.808 eV. As for the structure (SMILES): N[C@H]1C=CC(CO)=C1. Its energy above the lowest of the compared OMol25 structures with the same formula, charge and spin is 165.4 kcal per mole.

Last column: Mulliken charge in e.
Atoms and positions in Å:
C 0.1531 -1.3288 -1.2613  1.135
C -1.0337 -1.4363 -0.4332  -0.945
C -1.1327 -0.1976 0.1907  -0.239
C -0.0385 0.6770 0.0036  0.586
C 0.1244 2.1456 0.6857  -0.527
C 0.8203 0.0070 -0.8407  -0.949
H 0.3416 -3.3298 -0.3267  0.251
H 1.8728 -2.9703 -1.3100  0.248
H -0.0379 -1.0396 -2.2771  0.275
H -1.9158 -2.1661 -0.0592  0.236
H -2.2434 -0.0202 0.5915  0.212
H 1.2968 2.2580 0.1888  0.141
H -0.1559 3.2454 0.2531  0.265
H 0.6824 2.0260 2.5443  0.355
H 1.9719 0.2995 -1.0563  0.176
N 0.9474 -2.4131 -0.6643  -0.724
O -0.2252 2.4235 2.0042  -0.497